Entry A
The following is a quantum chemistry calculation of one molecule with the formula C6H11NO, from OMol25.

The value obtained for the HOMO energy is -0.259 Ha. The value obtained for the orbital gap is 5.13 eV.

Geometry as ORCA input:
```
! wB97M-V def2-TZVPD RIJCOSX def2/J DEFGRID3
* xyz 0 1
C 2.334 -0.319 -0.161
N 0.935 -0.415 0.478
C -1.182 -2.414 0.085
C -1.900 -1.219 -0.426
C -1.469 0.105 0.782
C -0.077 0.623 0.452
C 0.180 1.870 -0.027
O 1.096 2.211 -0.941
H 3.029 0.472 0.437
H 2.169 -0.090 -1.200
H 2.827 -1.228 -0.057
H -1.997 -2.989 0.778
H -0.423 -2.810 -0.532
H -3.003 -1.175 -0.593
H -1.241 -0.852 -1.236
H -1.597 -0.343 1.832
H -2.088 0.972 0.463
H 0.376 -1.277 0.080
H -0.684 2.652 -0.022
*
```

Atomic partial charges in e from the natural (NBO) method, atoms 1 to 4: C -0.41; N -0.56; C -0.46; C -0.42



Entry B
The following is a quantum chemistry calculation of one molecule with the formula C6H11NO, from OMol25.

The value obtained for the HOMO energy is -0.297 Ha. As for the SMILES: C[C@]1(N)C[C@H]2O[C@@]21C. The value obtained for the orbital gap is 9.05 eV.

Geometry as ORCA input:
```
! wB97M-V def2-TZVPD RIJCOSX def2/J DEFGRID3
* xyz 0 1
C 1.991 0.254 -0.086
C -0.622 0.094 -1.697
C 0.738 -0.331 0.445
C -0.570 -0.322 -0.241
N -1.365 -1.535 -0.019
C 0.079 0.494 1.691
C -1.075 0.776 0.832
O 0.658 -0.765 1.826
H -1.227 -1.915 0.919
H -1.104 -2.290 -0.650
H 0.518 1.325 2.226
H 2.360 -0.348 -0.920
H 1.841 1.278 -0.455
H 2.776 0.272 0.676
H -0.153 -0.664 -2.334
H -1.659 0.217 -2.028
H -0.108 1.043 -1.869
H -2.055 0.640 1.300
H -1.023 1.777 0.386
*
```

Atomic partial charges in e from the natural (NBO) method, atoms 1 to 4: C -0.64; C -0.61; C 0.21; C 0.09



Entry C
The following is a quantum chemistry calculation of one molecule with the formula C6H11NO, from OMol25.

The value obtained for the HOMO energy is -0.353 Ha. As for the SMILES: C=CCCNC(C)=O. The value obtained for the orbital gap is 10.50 eV.

Geometry as ORCA input:
```
! wB97M-V def2-TZVPD RIJCOSX def2/J DEFGRID3
* xyz 0 1
O 1.429 0.148 2.813
C 1.410 0.133 1.598
N 0.267 -0.088 0.889
C 0.131 0.027 -0.551
C -1.197 -0.641 -1.028
C -2.172 0.279 -1.682
C -2.846 -0.035 -2.781
C 2.694 0.193 0.807
H -0.625 0.001 1.349
H 0.965 -0.475 -1.026
H 0.140 1.062 -0.904
H -1.669 -1.038 -0.127
H -0.921 -1.498 -1.635
H -2.574 1.080 -1.065
H -3.741 0.480 -3.092
H -2.494 -0.850 -3.408
H 3.542 0.051 1.476
H 2.767 -0.517 -0.009
H 2.882 1.170 0.365
*
```

Atomic partial charges in e from the natural (NBO) method, atoms 1 to 4: O -0.61; C 0.68; N -0.62; C -0.21



Verdict on stability: entry A comes out at the bottom.



Entry A
The following is a quantum chemistry calculation of one molecule with the formula C6H12N2O3, from OMol25.

The value obtained for the HOMO energy is -0.351 Ha. As for the SMILES: C[C@H](N)C(=O)N[C@@H](C)C(=O)O. The value obtained for the orbital gap is 10.30 eV.

Geometry as ORCA input:
```
! wB97M-V def2-TZVPD RIJCOSX def2/J DEFGRID3
* xyz 0 1
C 1.959 0.019 0.439
C 0.436 -0.121 0.610
C 2.249 1.517 0.239
C -1.664 -0.591 -0.525
C -2.236 0.775 -0.207
C -2.305 -1.653 0.373
H 3.328 -0.470 -1.000
H 2.522 -1.737 -0.497
H 2.398 -0.284 1.363
H 1.791 2.076 1.033
H 3.312 1.677 0.103
H 1.800 1.866 -0.664
H 0.383 -0.747 -1.258
H -1.942 -0.813 -1.568
H -2.077 -1.453 1.430
H -3.400 -1.622 0.338
H -1.922 -2.638 0.099
H -1.938 2.587 -0.445
N 2.427 -0.754 -0.707
N -0.219 -0.607 -0.462
O -0.121 0.222 1.637
O -3.319 0.978 0.329
O -1.461 1.773 -0.661
*
```

Atomic partial charges in e from the natural (NBO) method, atoms 1 to 4: C -0.13; C 0.68; C -0.60; C -0.15



Entry B
The following is a quantum chemistry calculation of one molecule with the formula C6H12N2O3, from OMol25.

The value obtained for the HOMO energy (alpha / beta) is -0.215 / -0.264 Ha. The value obtained for the orbital gap (alpha / beta) is 5.21 / 7.59 eV.

Geometry as ORCA input:
```
! wB97M-V def2-TZVPD RIJCOSX def2/J DEFGRID3
* xyz 0 1
C -1.644 1.347 -0.444
C -2.079 0.417 0.831
C -0.241 1.798 -0.392
C -1.174 -0.711 0.770
C 1.836 1.040 0.036
C -0.528 -2.529 -0.506
N 0.651 0.611 -0.332
N 2.844 0.214 0.156
O 2.606 -1.163 0.036
O 4.077 0.445 0.262
O -1.414 -1.523 -0.188
H -1.653 0.597 -1.288
H -2.429 2.048 -0.409
H -2.067 1.103 1.645
H -3.131 0.062 0.607
H 0.046 2.424 -1.309
H -0.069 2.474 0.510
H -0.344 -0.970 1.442
H 2.040 2.126 0.111
H 0.464 -2.041 -0.509
H -0.527 -2.749 -1.652
H -0.639 -3.415 0.227
H 3.376 -1.605 0.398
*
```

Atomic partial charges in e from the natural (NBO) method, atoms 1 to 4: C -0.38; C -0.50; C -0.26; C 0.33



Verdict on stability: entry B comes out at the bottom.



Entry A
The following is a quantum chemistry calculation of C6H12N2O3 as an isolated structure, from OMol25.

The value obtained for the HOMO energy is -0.324 Ha. The value obtained for the orbital gap is 9.55 eV.

Geometry as ORCA input:
```
! wB97M-V def2-TZVPD RIJCOSX def2/J DEFGRID3
* xyz 0 1
C -1.014 -1.888 0.914
C -0.747 0.032 1.387
C -0.324 -1.191 2.181
C 0.532 -0.645 -1.725
C -0.272 1.905 -0.892
C 0.663 0.678 -0.861
N -1.211 -0.544 0.331
N 1.642 0.640 -0.039
O 2.079 1.707 0.701
O 2.282 -0.413 0.336
O 0.947 -1.352 2.483
H -0.357 -2.590 0.334
H -1.989 -2.390 0.972
H -1.018 0.958 1.795
H 3.048 1.459 0.849
H -0.894 -1.266 3.102
H -0.475 -0.842 -1.882
H 1.042 -0.428 -2.573
H 0.953 -1.582 -1.357
H -0.105 2.492 0.038
H 0.000 2.503 -1.796
H -1.251 1.526 -0.838
H 1.578 -1.053 1.852
*
```

Atomic partial charges in e from the natural (NBO) method, atoms 1 to 4: C -0.28; C 0.06; C 0.06; C -0.63



Entry B
The following is a quantum chemistry calculation of one molecule with the formula C6H12N2O3, from OMol25.

The value obtained for the HOMO energy is -0.322 Ha. As for the SMILES: O=[N+]([O-])OCC1CCNCC1. The value obtained for the orbital gap is 8.69 eV.

Geometry as ORCA input:
```
! wB97M-V def2-TZVPD RIJCOSX def2/J DEFGRID3
* xyz 0 1
C -1.192 -0.890 0.881
C -0.224 -0.585 -0.396
C 1.235 -0.088 0.220
C 1.387 1.432 0.080
C -0.654 1.772 -1.080
C -0.786 0.301 -1.576
H -1.381 0.198 1.057
H -2.112 -1.325 0.756
H -0.172 -1.549 -0.900
H 2.208 -0.618 -0.414
H 1.194 -0.757 1.248
H 2.466 1.628 0.135
H 0.927 1.926 1.059
H 1.198 2.941 -1.461
H -1.211 1.867 -0.037
H -1.142 2.587 -1.633
H -0.108 0.313 -2.371
H -1.794 0.164 -1.894
N -0.118 -2.927 1.858
N 0.883 1.956 -1.095
O -0.762 -3.482 0.978
O 0.569 -3.432 2.710
O -0.414 -1.432 1.875
*
```

Atomic partial charges in e from the natural (NBO) method, atoms 1 to 4: C -0.11; C -0.23; C -0.44; C -0.24



Entry C
The following is a quantum chemistry calculation of one molecule with the formula C6H12N2O3, from OMol25.

The value obtained for the HOMO energy is -0.232 Ha. The value obtained for the orbital gap is 5.55 eV.

Geometry as ORCA input:
```
! wB97M-V def2-TZVPD RIJCOSX def2/J DEFGRID3
* xyz 0 1
C 2.362 0.474 -0.039
C 1.327 -0.531 -0.349
C 3.574 -0.158 0.733
C -1.079 2.030 -0.521
C -2.094 0.765 -0.409
C -1.149 -0.361 -0.791
N -2.286 0.501 1.069
N -1.617 -1.605 -0.510
O 0.124 -0.202 -1.299
O 2.323 1.693 -0.286
O 1.293 -1.865 0.133
H 4.142 -0.755 0.053
H 3.117 -0.711 1.548
H 4.308 0.554 1.162
H -1.689 2.897 -0.347
H -0.621 2.230 -1.476
H -0.235 1.874 0.044
H -3.063 0.818 -0.961
H -3.106 -0.123 1.146
H -1.477 -0.086 1.349
H 1.270 -2.576 -0.599
H -2.612 -1.659 -0.307
H -0.974 -2.356 -0.706
*
```

Atomic partial charges in e from the natural (NBO) method, atoms 1 to 4: C 0.41; C 0.14; C -0.68; C -0.61



Verdict on stability: entry B comes out at the bottom.



Entry A
The following is a quantum chemistry calculation of one molecule with the formula C2HNO4, from OMol25.

The value obtained for the HOMO energy is -0.415 Ha. As for the SMILES: O=CC(=O)[N+](=O)[O-]. The value obtained for the orbital gap is 8.94 eV.

Geometry as ORCA input:
```
! wB97M-V def2-TZVPD RIJCOSX def2/J DEFGRID3
* xyz 0 1
C -1.023 -0.642 -0.481
C -0.152 -0.092 0.564
N 0.966 0.826 0.056
O -2.007 -0.236 -0.941
O -0.030 -0.658 1.852
O 1.283 0.749 -1.089
O 1.377 1.607 0.838
H -0.414 -1.555 -0.798
*
```

Atomic partial charges in e from the natural (NBO) method, atoms 1 to 4: C 0.35; C 0.48; N 0.48; O -0.40



Entry B
The following is a quantum chemistry calculation of a 2-piece molecular cluster, C2HNO4 overall, from OMol25.

The value obtained for the HOMO energy (alpha / beta) is -0.379 / -0.352 Ha. The value obtained for the orbital gap (alpha / beta) is 9.42 / 8.04 eV.

Geometry as ORCA input:
```
! wB97M-V def2-TZVPD RIJCOSX def2/J DEFGRID3
* xyz 0 1
C 0.645 1.651 0.215
C 0.210 0.436 -0.306
N -2.298 0.765 0.084
O -2.646 0.753 1.196
O 0.807 2.794 0.362
O -2.862 0.845 -0.935
O 0.640 0.561 1.033
H 0.286 -0.427 -0.959
*
```

Atomic partial charges in e from the natural (NBO) method, atoms 1 to 4: C 0.72; C 0.00; N 0.52; O -0.27



Verdict on stability: entry B comes out at the bottom.